[1]
Formula: C5H9N2OS
Source: the Open Molecules 2025 dataset
Level of theory: wB97M-V/def2-TZVPD

Values from the calculation:
orbital gap (alpha / beta) = 6.935 / 10.371 eV
net charge = +1
multiplicity = 3

Element x y z (Å)
1 C -0.6207 0.6783 -0.1497
2 C -0.7659 -2.6059 0.6645
3 C -1.9058 0.7240 -0.8729
4 C 1.5183 0.6762 0.7800
5 C 1.1851 -0.3961 -1.3861
6 N -0.8929 0.5308 2.1498
7 N 0.5881 0.3198 -0.2378
8 O 0.0083 -2.3804 1.4689
9 S -1.8861 -0.3716 2.6478
10 H -2.7062 0.4561 -0.2069
11 H -1.7979 0.0347 -1.7670
12 H -2.0077 1.7718 -1.2584
13 H 2.4901 0.8424 0.4529
14 H 1.2228 1.5915 1.2478
15 H 1.4522 -0.0799 1.6076
16 H 1.6628 0.2947 -2.0991
17 H 1.9454 -1.0169 -1.0842
18 H 0.5101 -1.0695 -1.9571

Cartesian forces, eV/Å:
-0.0664 0.3413 0.1919
1.2616 0.2758 1.1723
1.8858 -0.1997 -1.5316
-0.7081 -0.3322 3.2187
-1.4435 0.5049 -2.2004
2.2156 2.1601 -1.1560
-0.9981 -0.2058 -1.8668
-1.0053 -0.6049 -1.3757
-2.8857 -1.9722 1.7037
-0.4180 -0.0641 0.0622
-0.5868 0.6142 0.8575
-0.1141 -0.8176 0.4103
1.6628 -0.2673 -1.0783
-0.3673 0.5214 0.1664
0.4189 0.4552 -0.9207
-0.4686 0.1218 0.3841
1.7600 -1.3576 1.3558
-0.1427 0.8267 0.6067

[2]
Formula: C23H29NO4
Source: the Open Molecules 2025 dataset
Level of theory: wB97M-V/def2-TZVPD

Values from the calculation:
orbital gap = 8.723 eV
net charge = 0
multiplicity = 1
structure (SMILES) = CCOC(=O)C1CCN(Cc2ccc(OC)c(OCc3ccccc3)c2)CC1

Element x y z (Å)
1 C 3.4229 -2.4287 6.5853
2 C 3.8645 -1.3062 5.6573
3 H 4.1182 -0.4134 6.2380
4 H 4.7182 -1.6106 5.0481
5 O 2.8394 -0.9728 4.7209
6 C 1.8859 -0.1332 5.1340
7 O 1.8629 0.3719 6.2267
8 C 0.8477 0.1033 4.0573
9 C 1.4831 0.6837 2.7914
10 C 0.4194 0.8530 1.7125
11 N -0.1885 -0.4277 1.4057
12 C -0.8623 -0.9613 2.5720
13 C 0.1466 -1.2072 3.6894
14 H 0.8935 -1.9223 3.3437
15 H -0.3633 -1.6230 4.5604
16 H -1.6542 -0.2777 2.9338
17 H -1.3344 -1.9078 2.2952
18 C -1.0592 -0.3468 0.2473
19 C -0.2773 -0.0853 -1.0123
20 C 0.9311 -0.7201 -1.2283
21 C 1.6448 -0.4998 -2.3970
22 C 1.1553 0.3518 -3.3722
23 C -0.0784 1.0035 -3.1593
24 C -0.7727 0.7786 -1.9839
25 H -1.7216 1.2624 -1.8124
26 O -0.4824 1.8291 -4.1676
27 C -1.7160 2.4957 -4.0392
28 C -2.9183 1.5810 -4.0385
29 C -4.0930 1.9661 -3.4057
30 C -5.1982 1.1341 -3.4174
31 C -5.1366 -0.0933 -4.0555
32 C -3.9680 -0.4818 -4.6876
33 C -2.8650 0.3530 -4.6835
34 H -1.9519 0.0552 -5.1770
35 H -3.9152 -1.4376 -5.1877
36 H -5.9981 -0.7446 -4.0593
37 H -6.1079 1.4426 -2.9233
38 H -4.1410 2.9219 -2.9021
39 H -1.7228 3.1327 -3.1427
40 H -1.7588 3.1495 -4.9186
41 O 1.7697 0.6287 -4.5597
42 C 3.0028 0.0127 -4.8281
43 H 2.9127 -1.0789 -4.8546
44 H 3.3025 0.3718 -5.8116
45 H 3.7648 0.2947 -4.0935
46 H 2.5861 -1.0069 -2.5376
47 H 1.3191 -1.3848 -0.4734
48 H -1.8392 0.4273 0.3711
49 H -1.5681 -1.3123 0.1476
50 H -0.3388 1.5847 2.0523
51 H 0.8782 1.2388 0.7993
52 H 2.2504 -0.0021 2.4318
53 H 1.9463 1.6481 3.0067
54 H 0.1175 0.8115 4.4626
55 H 2.5825 -2.0983 7.1908
56 H 4.2432 -2.7041 7.2419
57 H 3.1218 -3.2988 6.0067

Cartesian forces, eV/Å:
-0.0546 0.2959 -0.2907
0.2668 -0.0599 0.4733
0.0288 -0.1363 -0.1475
-0.0997 0.0789 0.0600
0.0377 -0.1983 -0.3149
-0.4555 0.3549 -0.0409
0.0701 -0.0053 0.1712
0.2512 -0.2011 -0.0348
-0.2350 0.1444 -0.0136
0.3324 0.0406 0.0066
-0.1608 0.0272 0.0020
0.1008 -0.2484 0.1201
-0.2347 0.1576 -0.0214
-0.0229 -0.0617 0.0167
0.0085 -0.0470 0.0263
-0.0092 -0.0379 -0.0435
-0.0459 0.0705 0.0145
-0.0451 -0.0993 0.0330
0.1342 -0.0438 -0.0548
-0.2049 0.0578 0.0621
0.0832 0.0592 -0.2401
-0.1127 0.1352 -0.1738
0.2313 -0.0658 -0.0961
0.0337 0.0784 -0.0795
-0.0871 0.0751 0.0055
0.1926 -0.1926 0.0081
-0.2053 0.2828 -0.0262
0.0492 -0.0228 -0.0202
0.1522 0.0237 -0.0669
-0.1128 0.0088 0.0243
-0.1033 -0.0476 0.0191
-0.0038 -0.0484 -0.0476
0.0457 0.0780 -0.0151
0.0986 -0.0454 -0.0254
0.0034 -0.0795 -0.0373
-0.0649 -0.0533 0.0051
-0.0715 0.0187 0.0399
0.0011 0.0912 0.0811
0.0009 -0.0793 -0.0935
0.0205 -0.0501 0.1998
-0.3730 0.1185 0.2295
0.2009 -0.1136 -0.0264
0.0093 0.0449 0.0170
0.0248 -0.0542 0.0711
-0.0346 -0.0243 -0.0199
0.0992 -0.0212 -0.0682
0.0680 -0.0756 0.0987
0.0217 -0.0658 -0.0175
-0.0508 0.0905 0.0720
-0.0065 -0.0175 -0.0631
-0.0495 0.0605 0.0796
0.0527 0.0322 -0.0307
0.0525 0.0151 -0.0060
0.1191 -0.0696 0.0339
-0.0354 -0.0071 0.0763
0.0838 -0.0599 0.0885
0.0045 -0.1079 -0.0197

ΔE to the lowest compared entry with this formula, charge and spin readings, ordered: 1.057; 0.907 eV
Calculated total energy readings, ordered: -21181.6488; -34001.6788 eV